Version a
A single C2H7NO2S molecule, computed with ωB97M-V/def2-TZVPD.

Results
* frontier orbital gap: 10.370 eV
* charge: 0
* E_HOMO: -9.9 eV
* SMILES string: CN(C)[SH](=O)=O

Structure (XYZ):
```
13
Properties=species:S:1:pos:R:3:mulliken_charge:R:1
C 0.7199 0.8075 -0.7367 -0.941
N -0.3653 -0.0661 -0.2696 -0.014
C -0.3547 -0.6067 1.0465 -0.928
S -1.1722 -0.9901 -1.4211 0.755
O -1.0741 -2.4864 -1.3901 -0.556
O -1.0917 -0.3704 -2.7209 -0.551
H 0.2487 1.2117 -1.5047 0.433
H 0.8919 1.6174 -0.0395 0.352
H 1.7015 0.2714 -0.9804 0.259
H -1.1468 -1.3197 1.1478 0.380
H 0.6489 -1.0627 1.2529 0.285
H -0.4639 0.2021 1.7320 0.353
H -2.4473 -0.6137 -0.5844 0.174
```

Version b
A single C2H7NO2S molecule, computed with ωB97M-V/def2-TZVPD.

Results
* frontier orbital gap: 8.956 eV
* charge: 0
* E_HOMO: -8.2 eV
* SMILES string: C=[S@](=O)(O)CN

Structure (XYZ):
```
13
Properties=species:S:1:pos:R:3:mulliken_charge:R:1
C -1.9838 -0.3590 0.5689 -0.896
S -0.6910 0.4924 0.0701 0.954
O -0.6348 1.8672 0.4041 -0.621
O -0.5987 0.2356 -1.6387 -0.557
C 1.1370 -0.1675 0.3712 -0.658
N 1.9712 0.1921 -0.6333 -0.520
H -2.3586 0.0012 1.5509 0.323
H -1.6629 -1.4033 0.4555 0.301
H -1.5656 0.2596 -1.9151 0.381
H 1.2567 0.6631 1.1544 0.324
H 1.0187 -1.1761 0.6724 0.427
H 2.1318 1.1638 -0.5939 0.263
H 1.7650 -0.1240 -1.5527 0.279
```

Relative to the most stable one, in hartree, the structures come out at version a 0.0000; version b 0.0306.

Version a
2 unconnected molecules or ions with the total composition C6H12O, computed with ωB97M-V/def2-TZVPD.

Results
* frontier orbital gap (alpha / beta): 9.550 / 7.143 eV
* spin multiplicity: 2
* charge: +1
* E_HOMO (alpha / beta): -15.0 / -15.1 eV

Structure (XYZ):
```
19
Properties=species:S:1:pos:R:3:mulliken_charge:R:1
C -0.7136 -0.3465 -1.5444 -1.560
C 0.2884 -0.7412 -0.5326 1.064
C 1.4541 -1.3402 -0.9494 -1.086
C 1.1008 -0.5416 1.7409 -0.879
C 0.0565 -0.4652 0.8619 1.030
C -1.3258 -0.0940 1.2647 -1.197
H -0.3417 -0.3505 -2.5622 0.418
H -1.2921 0.5572 -1.3628 0.362
H -1.5317 -1.0887 -1.5947 0.409
H 2.1713 -1.8603 -0.3594 0.387
H 1.7020 -1.2993 -1.9993 0.297
H 0.9321 -0.6422 2.8097 0.303
H 2.1131 -0.4215 1.3897 0.348
H -1.4630 0.9857 1.1421 0.322
H -1.3875 -0.2962 2.3362 0.407
H -2.0880 -0.5416 0.6315 0.358
H 0.2418 2.0554 -0.3827 0.294
H 0.3712 3.5669 -0.4490 0.314
O -0.2880 2.8640 -0.4401 -0.592
```

Version b
A gas-phase ion, C6H12O (charge +1), computed with ωB97M-V/def2-TZVPD.

Results
* frontier orbital gap (alpha / beta): 10.079 / 6.532 eV
* spin multiplicity: 2
* charge: +1
* E_HOMO (alpha / beta): -14.6 / -14.6 eV

Structure (XYZ):
```
19
Properties=species:S:1:pos:R:3:mulliken_charge:R:1
C -1.1555 -1.1284 0.7634 -0.546
O -0.6148 -1.7526 -0.3937 -0.493
C -1.5100 0.3116 0.4972 -0.502
C -0.2617 1.3302 0.5051 -0.772
C 0.8967 0.7405 -0.1587 1.119
C 1.9836 0.2179 0.5597 -0.848
C 0.8701 0.7076 -1.6471 -1.220
H -0.4110 -1.1645 1.5506 0.301
H -1.9875 -1.6894 1.1792 0.437
H -0.3084 -2.6360 -0.1303 0.305
H -1.9641 0.4061 -0.4771 0.371
H -2.1452 0.6606 1.3063 0.352
H -0.6252 2.2285 0.0113 0.340
H -0.0959 1.5474 1.5629 0.393
H 1.8967 0.1178 1.6382 0.320
H 2.9662 0.1159 0.1099 0.343
H 0.2727 -0.1323 -2.0027 0.304
H 1.8905 0.5953 -2.0264 0.430
H 0.4868 1.6412 -2.0343 0.366
```

Relative to the most stable one, in hartree, the structures come out at version a 0.0077; version b 0.0000.